Record 1
C3H12N2Si | ωB97M-V/def2-TZVPD

Each line ends with the Mulliken charge.
CARTESIAN COORDINATES (ANGSTROEM)
C: -2.1251 0.2673 0.2892  -1.08
Si: -0.3008 -0.1344 -0.0158  0.35
C: 0.5351 -0.8015 1.5687  -0.62
N: 1.5239 -1.8964 1.2707  -0.69
C: 0.6851 1.3274 -0.7184  -0.49
N: 0.5455 1.4592 -2.2021  -0.66
H: -2.7357 -0.4095 -0.3039  0.32
H: -2.4132 1.2795 0.0225  0.33
H: -2.3652 0.0877 1.3327  0.32
H: -0.2315 -1.2302 -1.0176  -0.15
H: -0.2060 -1.2228 2.2399  0.36
H: 1.0719 -0.0065 2.0762  0.32
H: 2.2057 -1.5284 0.6101  0.27
H: 1.0272 -2.6012 0.7308  0.27
H: 1.7358 1.1384 -0.5137  0.31
H: 0.4082 2.2698 -0.2584  0.30
H: -0.4217 1.2996 -2.4705  0.25
H: 1.0608 0.7020 -2.6407  0.28

Calculated values
**Energy relative to the best compared isomer or geometry (same formula, charge and spin)**: 2.374 eV
**DFT total energy**: -14163.1418 eV
**2S+1**: 1
**LUMO**: 0.96 eV
**Orbital gap**: 9.57 eV

---

Record 2
C3H12N3 | ωB97M-V/def2-TZVPD

Each line ends with the Mulliken charge.
CARTESIAN COORDINATES (ANGSTROEM)
C: -0.4420 1.3019 -0.7640  -0.95
C: -2.1509 -1.3189 0.8531  -1.31
C: 2.1184 -0.0155 0.2470  0.01
N: 2.5607 0.4309 -0.9210  -0.29
N: 0.7943 -0.3133 0.3760  0.09
N: -0.1197 -0.1374 -0.6427  -0.54
H: -0.6613 1.6980 0.1929  0.38
H: 0.3567 2.0472 -1.2353  0.29
H: -1.3827 1.2153 -1.2882  0.41
H: -2.3056 -0.3410 0.4804  0.45
H: -3.1288 -1.7815 1.0046  0.41
H: -1.8098 -1.1947 1.8557  0.33
H: -1.5623 -2.2015 0.2522  0.29
H: 2.9683 -0.2446 0.8426  0.40
H: 3.3532 0.9377 -1.0024  0.25
H: 1.8338 0.6976 -1.5672  0.27
H: 0.6571 -0.3968 1.4235  0.30
H: -1.0792 -0.3833 -0.1072  0.21

Calculated values
**Energy relative to the best compared isomer or geometry (same formula, charge and spin)**: 4.335 eV
**DFT total energy**: -7766.2950 eV
**Net charge**: +1
**2S+1**: 1
**LUMO**: -3.79 eV
**Orbital gap**: 10.60 eV

---

Record 3
C3H12N3 | ωB97M-V/def2-TZVPD

Each line ends with the Mulliken charge.
CARTESIAN COORDINATES (ANGSTROEM)
C: -1.6110 -0.1414 0.1317  -1.58
C: -0.1231 -0.2347 0.1207  0.64
C: 0.4743 -1.1835 1.2008  -1.44
N: 0.3567 1.1999 0.5347  -0.29
N: 0.2935 -0.4486 -1.1946  -0.13
N: 0.9555 0.6379 -1.8206  -0.53
H: -2.1526 0.5717 -0.4833  0.38
H: -1.9845 -0.1569 1.0667  0.48
H: -1.8799 -1.0831 -0.3439  0.40
H: 0.4407 -0.5848 2.0947  0.41
H: 1.5496 -1.2995 1.0084  0.38
H: 0.0598 -2.1701 1.5166  0.35
H: 1.3135 1.3806 0.8283  0.28
H: -0.2666 1.6405 1.1927  0.32
H: 0.3487 1.3348 -0.5119  0.68
H: 0.6926 -1.3030 -1.3690  0.23
H: 0.3792 0.7830 -2.6731  0.26
H: 1.8733 0.5593 -1.9560  0.17

Calculated values
**Energy relative to the best compared isomer or geometry (same formula, charge and spin)**: 3.307 eV
**DFT total energy**: -7767.3232 eV
**Net charge**: +1
**2S+1**: 1
**LUMO**: -3.10 eV
**Orbital gap**: 11.07 eV

---

Record 4
C3H12N3O | ωB97M-V/def2-TZVPD

Each line ends with the Mulliken charge.
CARTESIAN COORDINATES (ANGSTROEM)
C: 0.8861 0.0472 1.6183  -0.37
O: 0.7048 -1.1414 0.7972  -0.60
C: 0.0129 1.1836 1.1273  -0.32
N: 0.2701 2.3536 1.9346  -0.58
H: 0.6616 -0.1558 2.6649  0.32
H: 1.9367 0.3369 1.5492  0.27
H: 1.1420 -1.8493 1.2793  0.28
H: 0.2032 1.3929 0.0686  0.27
H: -1.0397 0.8748 1.1879  0.22
H: -0.5174 2.6547 2.4875  0.23
H: 0.6173 3.1431 1.4141  0.23
N: -1.7424 -0.7806 -1.4916  -0.28
C: -0.7202 -0.7801 -2.3195  0.17
N: 0.5086 -0.9682 -1.9454  -0.19
H: -1.5627 -0.7095 -0.4995  0.19
H: -2.6679 -0.5833 -1.8344  0.26
H: -0.9141 -0.6235 -3.3726  0.40
H: 1.2329 -1.1113 -2.6258  0.23
H: 0.7324 -1.0621 -0.9322  0.26

Calculated values
**Energy relative to the best compared isomer or geometry (same formula, charge and spin)**: 1.358 eV
**DFT total energy**: -9817.4555 eV
**Net charge**: +1
**2S+1**: 1
**LUMO**: -3.24 eV
**Orbital gap**: 9.43 eV

---

Record 5
C3H12N3O | ωB97M-V/def2-TZVPD

Each line ends with the Mulliken charge.
CARTESIAN COORDINATES (ANGSTROEM)
C: -1.1164 -1.5076 1.6232  -0.45
O: -0.7140 -2.1248 0.4401  -0.54
H: -0.4946 -3.0723 0.6560  0.33
H: -2.2360 -1.8590 1.8089  0.24
H: -0.3883 -1.6731 2.3810  0.32
H: -0.9422 -0.3369 1.3572  0.13
C: 2.2479 1.0075 -0.1595  -0.89
C: -0.2103 0.6702 -0.8494  0.63
N: 1.0747 0.2483 -0.7084  -0.12
N: -0.6458 1.9453 -0.4881  -0.43
N: -1.0707 -0.2561 -1.3980  -0.49
H: 1.3303 -0.6118 -0.7003  0.23
H: -0.0545 2.7443 -0.2109  0.22
H: -1.4721 2.3973 -0.9808  0.28
H: -1.0115 -1.1882 -1.0283  0.34
H: -2.0338 -0.0859 -1.2924  0.28
H: 1.8673 1.9473 0.0575  0.33
H: 2.9689 1.3027 -1.0628  0.30
H: 2.9012 0.4530 0.5549  0.29

Calculated values
**Energy relative to the best compared isomer or geometry (same formula, charge and spin)**: 3.027 eV
**DFT total energy**: -9815.7864 eV
**Net charge**: +1
**2S+1**: 1
**LUMO**: -2.90 eV
**Orbital gap**: 11.60 eV

---

Record 6
C3H12N3P | ωB97M-V/def2-TZVPD

Each line ends with the Mulliken charge.
CARTESIAN COORDINATES (ANGSTROEM)
C: 1.8793 -0.4599 -0.5115  -0.96
N: 0.5067 -0.1732 -0.6408  0.08
C: 0.0341 -0.1021 -1.9881  -1.25
P: -0.5716 -0.5201 0.6014  0.37
C: -2.0529 0.6019 0.3574  -1.05
N: -0.1103 -0.6661 2.0666  -0.33
N: 0.9977 -0.0678 2.7020  -0.50
H: 2.1453 -1.4037 -0.9641  0.36
H: 2.5281 0.2708 -1.1865  0.32
H: 2.2118 -0.3752 0.5642  0.30
H: -0.7406 -0.7530 -2.1471  0.51
H: -0.1018 0.9202 -2.2998  0.22
H: 0.8524 -0.6326 -2.4602  0.47
H: -1.1319 -1.9067 0.3470  0.03
H: -2.2210 1.0885 -0.5491  0.40
H: -2.1005 1.3540 1.1739  0.29
H: -2.9139 -0.0595 0.4656  0.34
H: 0.7993 0.8595 2.8722  0.15
H: 1.0316 -0.2962 3.6941  0.24

Calculated values
**Energy relative to the best compared isomer or geometry (same formula, charge and spin)**: 0.052 eV
**DFT total energy**: -17061.7180 eV
**2S+1**: 1
**LUMO**: 0.94 eV
**Orbital gap**: 8.40 eV